Density functional theory data (ωB97M-V/def2-TZVPD) for a structure of composition C20H38NOSbSe2Te2W in a non-equilibrium geometry.

```
! wB97M-V def2-TZVPD RIJCOSX def2/J DEFGRID3
* xyz 2 1
W -0.5724 -2.4353 0.5451
Te -1.2546 -4.5494 2.1095
Te -3.0217 -3.3713 0.4790
Sb -0.8680 1.2257 0.2048
Se -0.6006 -0.7892 2.1672
Se -0.8543 -1.5189 -1.5630
O 2.0059 -0.9507 0.3126
N 0.9408 -3.9226 -0.1870
C 1.7150 2.6098 1.0070
C 1.0990 -5.7534 -1.7058
C -3.0091 1.3535 0.5824
C -0.4508 2.3245 -2.4865
C -0.8025 1.2046 -3.3874
C 3.2400 -1.5393 -0.1249
C -3.4345 2.8275 0.4824
C 3.7821 -2.4594 0.9473
C 0.4360 -4.6674 -1.1911
C 0.3003 2.5270 1.5965
C 2.3304 -6.0929 -1.1658
C -0.4210 3.8746 1.5219
C 2.7117 -3.4276 1.4645
C -1.4142 3.4531 -2.4169
C 2.8353 -5.3298 -0.1354
C -3.7014 0.5706 -0.5330
C -3.4372 0.8273 1.9505
C 0.9990 2.6617 -2.3999
C 0.3886 2.0641 3.0395
C 2.1238 -4.2389 0.3550
H 3.1577 -4.1011 2.1958
H -3.4524 0.9497 -1.5275
H 1.3016 2.9114 -3.4296
H 3.9617 -0.7651 -0.3888
H 2.1035 1.6540 0.6554
H 2.8859 -6.9428 -1.5407
H 2.3942 2.9666 1.7894
H 1.0127 1.1803 3.1553
H -0.5283 -4.3716 -1.5676
H -0.6293 4.2069 0.5001
H -0.8934 1.6728 -4.3812
H 2.1712 -0.4210 1.0988
H 2.9860 -2.0839 -1.0332
H 4.6290 -3.0171 0.5384
H -4.4944 1.0772 2.0956
H 1.6102 1.8184 -2.0908
H -1.2500 4.1229 -1.5767
H -0.0273 0.4476 -3.4436
H -2.8864 1.2870 2.7731
H 0.2327 4.6390 1.9611
H -1.2124 4.0433 -3.3262
H 3.7867 -5.5746 0.3213
H -2.4511 3.1310 -2.4696
H 4.1702 -1.8791 1.7884
H -0.5851 1.8835 3.4954
H -3.0324 3.4534 1.2707
H 0.6451 -6.3210 -2.5058
H 0.8718 2.8637 3.6144
H -1.7708 0.7653 -3.1606
H -4.7848 0.6797 -0.4104
H -1.3406 3.8790 2.1015
H -3.3461 -0.2533 2.0253
H -3.4711 -0.4911 -0.4990
H 1.9229 -2.8816 1.9823
H -3.2118 3.2885 -0.4748
H 1.1965 3.5332 -1.7860
H 1.7872 3.3214 0.1892
H -4.5246 2.8495 0.5922
*
```

Calculated values
ΔE to the lowest compared entry with this formula, charge and spin: 231.3 kJ/mol
calculated total energy: -178521.4267 eV